C45H90Hg2N5O5 | ωB97M-V/def2-TZVPD

DFT total energy (eV): -74151.6816
Frontier orbital gap (eV): 4.93
Charge: -1

Structure (XYZ):
```
147
Properties=species:S:1:pos:R:3:forces:R:3
Hg 1.6399 -0.1467 -1.3175 0.235 -0.151 0.233
Hg -0.6730 0.1749 1.5437 -0.712 -1.969 0.310
C 2.7388 -2.7504 0.1313 -0.180 0.177 -1.129
C 3.6562 -1.7939 0.9438 -1.351 -1.428 -0.340
C 5.0599 -2.1105 0.3834 0.278 0.184 1.193
C 6.0469 -0.9751 0.6055 -0.228 -0.182 -0.519
C 5.4037 0.3443 0.1388 1.525 -1.594 1.152
C 4.0500 0.6759 0.7531 0.030 2.047 -0.037
N 3.1453 -0.4506 0.6368 1.120 -0.259 -0.673
O 1.7626 -0.2702 1.0421 0.747 0.355 -0.932
C 3.5935 1.8376 -0.1866 -1.226 -0.697 1.010
C 4.2436 1.3016 2.1741 0.673 -1.700 0.044
C 3.5441 -2.2092 2.4270 0.010 0.441 0.329
H 2.6760 -2.3113 -0.8754 -0.052 0.102 -0.022
H 1.7104 -2.8882 0.4514 0.188 0.132 0.469
H 3.1689 -3.7154 -0.1529 0.188 -0.174 0.814
H 5.0695 -2.4686 -0.6465 -0.353 0.455 -0.174
H 5.3582 -2.9779 0.9795 0.184 -0.087 -0.160
H 6.9019 -1.1215 -0.0606 0.209 -0.113 0.255
H 6.4282 -0.9665 1.6288 -0.191 0.172 0.077
H 5.4168 0.2066 -0.9435 -0.557 0.626 -0.096
H 6.1483 1.0807 0.4515 -0.354 0.569 -0.454
H 2.5500 2.0695 0.0471 0.071 0.002 -0.155
H 3.6610 1.4652 -1.2091 0.198 0.485 -0.187
H 4.1323 2.7602 0.0209 0.357 -0.119 -0.374
H 3.3164 1.4747 2.7131 -0.053 0.495 -0.412
H 4.9557 2.1259 2.1369 -0.498 0.430 -0.070
H 4.7701 0.5700 2.8005 -0.061 -0.145 -0.012
H 4.2288 -1.7024 3.1142 0.263 0.107 -0.283
H 3.7300 -3.2796 2.5250 -0.078 -0.034 -0.060
H 2.5528 -1.9900 2.8268 -0.137 -0.095 -0.293
C 3.4032 0.8525 -5.5673 -0.210 -0.894 -0.019
C 2.1042 1.0780 -4.7502 0.949 1.098 0.194
C 0.9973 1.6022 -5.6650 -1.363 -0.517 0.372
C 0.2385 0.5200 -6.4315 1.093 0.357 0.665
C -0.3438 -0.4945 -5.4656 0.349 1.170 0.107
C 0.7016 -1.0405 -4.4474 0.275 -1.382 -0.689
N 1.6590 -0.0507 -3.9173 -1.353 0.712 -0.997
O 2.7336 -0.6576 -3.1773 -1.086 0.500 0.930
C 1.4106 -2.2190 -5.1345 0.033 -0.567 -1.130
C -0.1452 -1.6629 -3.3370 -0.152 -0.040 0.358
C 2.3418 2.2578 -3.7698 1.600 -0.224 0.170
H 4.2737 0.7564 -4.9196 -0.070 -0.047 0.063
H 3.6059 1.6237 -6.3123 -0.208 0.310 0.241
H 3.3195 -0.0767 -6.1379 0.054 -0.074 0.055
H 1.3394 2.3324 -6.3991 0.461 0.120 0.323
H 0.2855 2.1069 -5.0025 -0.110 0.141 -0.152
H 1.0339 0.0659 -7.0320 -0.532 -0.276 -0.554
H -0.5217 1.0261 -7.0268 -0.001 -0.372 -0.316
H -0.8163 -1.2805 -6.0565 0.197 -0.424 0.386
H -1.1484 -0.0223 -4.8936 0.003 0.147 -0.019
H 1.8183 -1.9698 -6.1216 0.427 0.457 0.262
H 0.7032 -2.9932 -5.4544 -0.308 0.009 0.570
H 2.1752 -2.7112 -4.5369 0.048 0.297 0.126
H -0.4835 -0.9546 -2.5701 -0.019 0.252 -0.187
H 0.3098 -2.5017 -2.8075 0.189 0.055 -0.245
H -1.0461 -2.0247 -3.8349 -0.094 -0.297 0.306
H 2.3508 3.2220 -4.2828 -0.697 0.058 0.047
H 3.3514 2.2618 -3.3395 0.062 -0.484 -0.048
H 1.6941 2.1792 -2.8984 -0.483 0.386 -0.438
C 1.2278 0.8393 4.0950 -1.049 0.599 -1.090
C -0.1038 1.2110 4.7694 -0.998 0.499 1.042
C -0.0519 2.7274 5.0203 -0.531 0.330 1.233
C -1.3976 3.4416 5.3648 0.659 -0.580 -1.625
C -2.3834 3.1126 4.2489 0.581 0.183 0.657
C -2.5544 1.5759 4.0449 0.432 1.297 0.473
N -1.2338 0.9269 3.8523 0.305 1.311 -0.760
O -1.4180 -0.4762 3.7080 0.556 -0.072 -1.402
C -3.3555 1.5305 2.7458 0.100 -0.327 -1.091
C -3.3864 1.0027 5.2142 -0.935 -1.096 -1.120
C -0.3237 0.5416 6.1371 0.997 -0.019 1.524
H 2.1311 1.3380 4.4502 -0.135 -0.499 1.051
H 1.1612 1.3676 3.1329 -0.092 -0.528 -0.297
H 1.3018 -0.2289 3.9094 0.323 0.019 0.116
H 0.4678 3.1979 4.1842 -0.204 0.303 0.003
H 0.5063 2.8978 5.9458 0.744 -0.163 -0.337
H -1.1649 4.5073 5.3222 -0.219 0.111 0.412
H -1.7952 3.1617 6.3393 0.165 -0.018 0.094
H -2.0058 3.6003 3.3462 0.077 -0.291 -0.183
H -3.3326 3.6187 4.4485 -0.249 -0.410 -0.033
H -2.8766 2.0434 1.9009 0.601 0.279 0.412
H -4.2777 2.1078 2.8443 -0.323 -0.502 0.214
H -3.4906 0.5461 2.2883 -0.504 -0.222 0.746
H -4.2333 1.6705 5.3849 0.211 0.169 0.484
H -2.8995 0.6342 6.1122 0.322 0.768 0.066
H -3.8679 0.0887 4.8481 0.104 -0.042 -0.132
H -0.9419 -0.3462 6.2476 -0.107 0.026 -0.763
H -0.6551 1.2655 6.8905 -0.554 0.086 -0.296
H 0.6285 0.2695 6.6127 0.229 -0.199 -0.477
C -0.0673 -4.8098 1.3830 -0.646 0.502 0.523
C -1.2680 -4.3963 0.5082 1.784 -0.361 -0.958
C -1.9612 -5.7364 0.1234 0.935 1.190 -0.553
C -3.3137 -5.5039 -0.5159 -1.054 -0.479 0.024
C -4.1648 -4.5982 0.3565 0.374 0.125 0.706
C -3.4733 -3.2380 0.6166 0.045 -0.209 -0.144
N -2.1231 -3.4110 1.1216 0.035 -0.347 0.718
O -1.4577 -2.2073 1.3743 0.075 0.121 0.002
C -4.3528 -2.5247 1.6676 -1.039 0.985 -1.532
C -3.5126 -2.4315 -0.7377 -1.163 0.512 0.759
C -0.5881 -3.8804 -0.8147 -1.464 -0.030 -0.552
H 0.5158 -3.9403 1.6799 -0.112 0.031 0.076
H 0.5687 -5.4725 0.7953 0.022 -0.163 0.130
H -0.4354 -5.3072 2.2844 0.172 -0.062 0.054
H -1.9063 -6.4527 0.9445 -0.692 0.164 0.222
H -1.2186 -6.1036 -0.5897 -0.392 -0.512 -0.237
H -3.8326 -6.4577 -0.6627 0.003 -0.049 0.007
H -3.3057 -5.0443 -1.5072 0.655 -0.069 -0.062
H -4.3743 -5.1053 1.3043 0.206 0.086 0.144
H -5.1490 -4.3530 -0.0497 0.043 -0.210 -0.340
H -5.2510 -2.2656 1.0831 -0.186 -0.077 0.078
H -3.9985 -1.5306 1.9392 0.559 -0.364 0.422
H -4.7786 -3.0867 2.4966 0.824 -0.278 0.242
H -4.1294 -1.5431 -0.5637 0.289 0.086 -0.028
H -4.0997 -2.9497 -1.5006 0.419 -0.312 -0.172
H -2.5548 -2.0824 -1.1073 0.058 -0.364 0.155
H -1.4182 -3.8419 -1.5288 0.226 0.371 -0.276
H 0.1096 -4.5753 -1.2889 0.273 -0.095 0.470
H -0.1477 -2.8875 -0.7462 -0.116 -0.064 0.341
C -3.0533 0.6326 -1.3648 1.013 0.471 0.957
C -2.3301 1.9981 -1.4235 -0.777 0.176 -2.355
C -3.3901 3.0509 -1.0897 0.353 0.743 0.819
C -2.7797 4.4375 -0.8902 -0.074 -0.192 -0.092
C -1.7063 4.3453 0.1888 -1.068 0.011 0.028
C -0.6030 3.3319 -0.0998 0.015 0.732 -0.794
N -1.2475 2.0527 -0.4623 -0.373 -0.003 0.734
O -0.3686 0.9331 -0.6308 0.022 0.058 1.197
C 0.2285 3.1425 1.1621 -1.049 -0.460 -0.025
C 0.3270 3.8804 -1.1828 1.486 -0.587 -0.074
C -1.8759 2.2722 -2.9080 -0.216 -0.466 0.112
H -3.3415 0.5459 -0.3126 -0.352 -0.311 -0.091
H -2.3991 -0.2163 -1.5534 0.046 0.320 -0.222
H -3.9223 0.5866 -2.0178 -0.026 0.174 0.004
H -3.8520 2.7842 -0.1326 -0.067 -0.122 -0.010
H -4.2055 3.1483 -1.8082 0.191 -0.547 -0.319
H -3.5976 5.0878 -0.5691 0.190 0.244 0.071
H -2.3926 4.8518 -1.8244 0.045 -0.036 -0.022
H -2.2741 4.0135 1.0639 0.329 0.063 0.307
H -1.3040 5.3390 0.3941 0.294 -0.116 0.085
H 0.9648 2.3691 0.9488 0.276 0.256 0.436
H -0.4633 2.7878 1.9344 0.208 -0.139 0.117
H 0.6180 4.0883 1.5361 0.398 -0.044 -0.242
H 1.1539 3.1633 -1.2636 -0.392 -0.299 -0.447
H 0.9478 4.7342 -0.8905 -0.729 0.473 0.283
H -0.0963 4.0478 -2.1699 -0.124 0.004 0.099
H -2.0110 3.3067 -3.2281 0.406 0.148 0.284
H -2.4972 1.7268 -3.6249 -0.017 -0.291 0.198
H -0.8479 1.9375 -3.0495 0.051 0.096 -0.063
```
Positions in Å, forces in eV/Å.

---

C4H11N4 | ωB97M-V/def2-TZVPD

DFT total energy (eV): -10274.4711
Frontier orbital gap (eV): 8.13
Charge: +1

Structure (XYZ):
```
19
Properties=species:S:1:pos:R:3:forces:R:3
C 1.1475 0.9746 -0.1114 3.505 -2.436 1.438
C -0.1823 1.5671 0.0927 0.607 -1.171 1.625
C 1.5752 -1.7018 -0.2704 5.054 4.103 0.896
C -2.3327 0.7536 -0.4261 -1.026 -3.650 -1.042
N 2.2323 1.4825 0.2026 -1.765 2.937 0.372
N 1.0094 -0.3677 -0.4780 -3.379 -1.453 -2.158
N -1.0676 0.5242 -0.3200 -2.722 0.858 -0.504
N -0.4226 -0.6439 -0.5121 0.258 2.205 1.786
H -0.4434 1.8896 1.0874 0.502 -0.621 0.946
H -0.2819 2.4567 -0.3746 -0.583 2.545 -2.524
H 2.7086 -1.6618 -0.3635 -1.429 0.012 -0.452
H 1.4612 -1.9518 0.7069 -0.796 -1.067 2.979
H 1.1780 -2.3745 -0.8933 -1.429 -2.316 -2.583
H -3.1047 -0.0410 -0.7467 1.835 0.908 0.471
H -1.6611 -1.2193 2.0567 0.098 -0.024 -0.146
H -2.8148 1.6513 -0.2079 0.174 1.745 0.465
H 3.1539 1.1670 0.2459 1.154 -1.288 -0.378
H -0.9311 -1.1999 -1.1397 0.172 -1.236 -1.608
H -1.2239 -1.3050 1.4516 -0.231 -0.053 0.416
```
Positions in Å, forces in eV/Å.